Molecular formula: C40H53IrN3O5PS3
Method: DFT, the ωB97M-V functional and the def2-TZVPD basis

The geometry in ORCA input format:
```
! RIJCOSX wB97M-V def2-TZVPD def2/J DEFGRID3
* xyz 0 1
Ir 0.536 -0.494 -0.199
C -0.524 3.708 -0.337
C -0.522 2.233 -0.643
N 0.447 1.491 -0.175
N 1.454 2.182 0.512
C 2.233 1.464 1.234
S 2.190 -0.251 1.382
S 3.517 2.263 2.148
C 2.592 3.613 2.959
C 1.695 3.146 4.067
C 0.338 2.941 3.842
C -0.487 2.499 4.865
C 0.035 2.247 6.124
C 1.390 2.442 6.356
C 2.212 2.889 5.333
C -1.613 1.731 -1.477
C -2.662 2.616 -1.813
C -3.731 2.236 -2.585
C -3.788 0.927 -3.073
C -2.779 0.041 -2.791
C -1.675 0.412 -1.996
O -0.745 -0.491 -1.820
H 0.307 3.987 0.294
H -1.460 3.961 0.161
H -0.472 4.289 -1.259
H 2.043 4.156 2.192
H 3.378 4.264 3.341
H -0.077 3.137 2.860
H -1.544 2.356 4.679
H -0.609 1.904 6.924
H 1.806 2.251 7.336
H 3.270 3.040 5.519
H -2.640 3.633 -1.454
H -4.516 2.943 -2.813
H -4.629 0.608 -3.676
H -2.800 -0.975 -3.161
N 1.879 -0.830 -1.706
C 1.476 -2.219 -1.629
C 0.758 -2.800 -2.677
C 0.163 -4.021 -2.480
C 0.240 -4.660 -1.237
C 0.993 -4.112 -0.225
C 1.637 -2.882 -0.407
S -0.723 -6.152 -0.953
O -0.394 -7.003 -2.074
O -0.286 -6.604 0.354
O -2.081 -5.616 -0.980
H 2.851 -0.631 -1.484
H 1.605 -0.409 -2.590
H 0.632 -2.262 -3.607
H -0.405 -4.493 -3.272
H 1.096 -4.660 0.703
H 2.307 -2.514 0.356
O -0.643 -0.962 1.487
P -1.920 -1.560 2.096
C -2.547 -2.933 1.078
C -3.163 -2.539 -0.270
C -4.657 -2.234 -0.189
C -5.422 -3.398 0.434
C -4.885 -3.722 1.825
C -3.389 -4.016 1.778
C -3.009 -0.169 2.518
C -4.332 -0.478 3.223
C -4.890 0.805 3.866
C -4.524 2.061 3.059
C -4.409 1.726 1.576
C -3.217 0.791 1.331
C -1.424 -2.295 3.685
C -0.495 -3.522 3.500
C 0.970 -3.100 3.490
C 1.385 -2.525 4.853
C 0.197 -1.878 5.578
C -0.758 -1.228 4.581
H -1.572 -3.389 0.852
H -3.022 -3.404 -0.927
H -2.612 -1.715 -0.715
H -5.032 -2.030 -1.195
H -4.837 -1.325 0.393
H -5.304 -4.279 -0.204
H -6.489 -3.170 0.481
H -5.399 -4.596 2.229
H -5.099 -2.896 2.507
H -3.233 -4.918 1.182
H -3.007 -4.233 2.777
H -2.374 0.348 3.249
H -4.210 -1.253 3.983
H -5.046 -0.865 2.498
H -4.525 0.900 4.891
H -5.977 0.717 3.929
H -3.565 2.464 3.402
H -5.262 2.845 3.231
H -4.296 2.628 0.972
H -5.334 1.248 1.239
H -2.303 1.374 1.206
H -3.364 0.246 0.398
H -2.354 -2.631 4.156
H -0.741 -4.088 2.601
H -0.667 -4.208 4.333
H 1.109 -2.346 2.712
H 1.602 -3.950 3.227
H 2.174 -1.783 4.708
H 1.805 -3.314 5.480
H 0.551 -1.132 6.290
H -0.348 -2.629 6.159
H -0.191 -0.523 3.965
H -1.522 -0.653 5.108
*
```

Summary:
**Frontier orbital gap**: 7.57 eV
**LUMO level**: -0.7 eV
**Total energy**: -3736.8340 Ha